Record 1
Molecular formula: C6H12OPY
Method: DFT, the ωB97M-V functional and the def2-TZVPD basis

Each line ends with the natural charge from an NBO analysis.
CARTESIAN COORDINATES (ANGSTROEM)
1 C -0.29397 0.19956 -2.29178  -0.4319
2 C -1.08748 1.05899 -1.45586  -0.3922
3 C -0.20511 2.03318 -0.86828  -0.4692
4 C 1.13039 1.77178 -1.33339  -0.3738
5 C 1.07167 0.64216 -2.21806  -0.3704
6 Y 0.42954 -0.11387 0.05258  0.8685
7 P -0.07894 -2.89749 0.17800  -0.0565
8 H -0.68032 -0.57821 -2.95672  0.2407
9 H -2.17356 1.05770 -1.39065  0.2406
10 H -0.51260 2.86865 -0.24731  0.2381
11 H 1.90080 0.24789 -2.81504  0.2440
12 H 2.01352 2.37573 -1.12748  0.2485
13 H 0.99874 -3.73906 -0.27221  -0.0010
14 H -1.17971 -3.61615 -0.40762  0.0479
15 H -0.18117 -3.42280 1.50235  0.0348
16 C -1.19722 0.47237 3.15422  -0.2557
17 O -0.12157 0.28154 2.20039  -0.8336
18 H -1.86352 1.22774 2.74392  0.1959
19 H -0.78093 0.78999 4.11457  0.1876
20 H -1.73613 -0.47058 3.24965  0.1950
21 H 0.73060 0.41558 2.66882  0.4425

Its charge is 0. The spin multiplicity is 1. The energy above the lowest of the compared OMol25 structures with the same formula, charge and spin comes out at 0.0 kcal/mol. As for the HOMO energy (alpha / beta): -3.92 / -3.91 eV.



Record 2
Molecular formula: C6H12P
Method: DFT, the ωB97M-V functional and the def2-TZVPD basis

Each line ends with the natural charge from an NBO analysis.
CARTESIAN COORDINATES (ANGSTROEM)
1 C -1.93611 0.71369 0.05074  -0.1265
2 C -2.93386 0.13944 -0.40237  -0.0841
3 C -4.02888 -0.60967 -0.66103  -0.2356
4 C 1.53102 -0.81109 1.62895  -0.9254
5 C 1.07064 -0.88423 -1.27558  -0.9726
6 C 1.94037 1.69358 0.17692  -0.9677
7 P 0.87246 0.19264 0.17758  1.1918
8 H -1.72917 1.67575 0.45501  0.2409
9 H -4.68984 -1.28475 -0.09902  0.2572
10 H -4.53758 -0.53029 -1.63429  0.2343
11 H 1.09230 -1.84238 1.64017  0.2617
12 H 1.33211 -0.29262 2.62535  0.2678
13 H 2.54084 -0.91782 1.35529  0.2436
14 H 0.11295 -1.52085 -1.14727  0.2667
15 H 1.95642 -1.54374 -1.34502  0.2788
16 H 0.89595 -0.03586 -2.03577  0.2611
17 H 2.95188 1.60833 -0.23510  0.2767
18 H 2.14769 1.96571 1.23464  0.2779
19 H 1.41081 2.28418 -0.50918  0.2533

Its charge is +1. The spin multiplicity is 1. The energy above the lowest of the compared OMol25 structures with the same formula, charge and spin comes out at 115.8 kcal/mol. As for the HOMO energy (alpha / beta): -12.96 / -13.34 eV.



Record 3
Molecular formula: C6H12S2
Method: DFT, the ωB97M-V functional and the def2-TZVPD basis

Each line ends with the natural charge from an NBO analysis.
CARTESIAN COORDINATES (ANGSTROEM)
1 C -0.31810 -0.89465 -0.36719  -0.3184
2 C -1.46368 0.05447 -0.22868  -0.3033
3 C -0.07524 0.48556 -0.15061  0.0796
4 C 0.03928 -1.94617 0.72576  -0.5928
5 C -2.53304 0.49612 -1.13353  -0.6169
6 C 2.51693 1.07645 -0.58948  -0.7610
7 S 1.14540 0.49929 2.60325  -0.5749
8 S 0.88865 1.87079 -0.75258  0.3766
9 H 0.01264 -1.34212 -1.30156  0.2387
10 H -1.89499 -0.10227 0.82067  0.2550
11 H -0.21126 -2.96929 0.38608  0.2149
12 H -0.55690 -1.80812 1.60690  0.2219
13 H 1.16851 -1.85848 1.04625  0.2426
14 H -3.03916 -0.33904 -1.73137  0.2230
15 H -2.26271 1.30787 -1.77515  0.2213
16 H -3.33755 0.91855 -0.64085  0.2284
17 H 3.30621 1.76830 -0.68381  0.2320
18 H 2.60183 0.33999 -1.42035  0.2226
19 H 2.40918 0.69972 0.45735  0.2789
20 H 1.60402 1.74304 3.12890  0.1317

Its charge is 0. The spin multiplicity is 1. The energy above the lowest of the compared OMol25 structures with the same formula, charge and spin comes out at 109.3 kcal/mol. As for the HOMO energy (alpha / beta): -8.09 / -7.26 eV.



Record 4
Molecular formula: C6H13AgO3
Method: DFT, the ωB97M-V functional and the def2-TZVPD basis

Each line ends with the natural charge from an NBO analysis.
CARTESIAN COORDINATES (ANGSTROEM)
1 C 2.28794 -1.29088 0.53408  -0.7456
2 O 2.22012 -0.73616 -0.82466  -0.6227
3 C 2.33416 0.68916 -0.85719  -0.1145
4 C 1.42325 1.21554 0.24506  -0.2122
5 O 0.09564 1.17932 -0.30594  -0.5966
6 C -0.95770 1.36238 0.60897  -0.0863
7 C -2.13489 0.54976 0.12055  -0.0827
8 O -1.71172 -0.79755 0.00880  -0.5751
9 C -2.72166 -1.68680 -0.41504  -0.2461
10 Ag 0.27959 -1.03949 -0.47046  0.8056
11 H 2.62204 -2.33624 0.41485  0.1865
12 H 3.23186 -0.91535 0.96790  0.1579
13 H 2.22758 1.13002 -1.85967  0.1934
14 H 3.36864 0.92445 -0.54533  0.1707
15 H 1.70149 2.25494 0.48476  0.1719
16 H -1.24062 2.42506 0.68280  0.1845
17 H -0.66079 1.01345 1.61276  0.1989
18 H -2.47384 0.91174 -0.86534  0.1814
19 H -2.97135 0.63049 0.83390  0.1863
20 H -2.33874 -2.70660 -0.29483  0.2075
21 H -3.62668 -1.56450 0.19963  0.1783
22 H -2.97502 -1.51127 -1.47265  0.1796
23 H 2.02068 0.29851 1.19707  0.2791

Its charge is 0. The spin multiplicity is 1. The energy above the lowest of the compared OMol25 structures with the same formula, charge and spin comes out at 94.3 kcal/mol. As for the HOMO energy: -5.91 eV.



Record 5
Molecular formula: C6H13BCl3NO4P
Method: DFT, the ωB97M-V functional and the def2-TZVPD basis

Each line ends with the natural charge from an NBO analysis.
CARTESIAN COORDINATES (ANGSTROEM)
1 C -2.12897 -0.29234 -0.53308  -0.9351
2 P -0.96204 -0.66249 -1.94336  0.7015
3 C -1.79195 -0.51035 -3.61283  -0.9189
4 C 0.63780 0.31025 -1.84012  -0.4140
5 N 1.65614 -0.57082 -1.24532  -0.6292
6 C 1.32325 -0.92439 0.14536  -0.5919
7 B 2.57407 -0.66851 1.15582  1.1570
8 O 3.83272 -1.25146 0.84670  -0.9309
9 O 2.39430 0.13967 2.27348  -0.8998
10 C 0.51382 1.70445 -1.14182  0.7074
11 O -0.40795 2.49707 -1.39551  -0.7645
12 O 1.40337 2.05865 -0.28291  -0.8032
13 H -3.19226 -0.19716 -0.87128  0.2228
14 H -2.10346 -1.17687 0.15217  0.2172
15 H -1.85972 0.59768 0.07773  0.2449
16 H -2.89487 -0.51858 -3.46866  0.2212
17 H -1.54269 -1.36751 -4.28283  0.2195
18 H -1.48407 0.42448 -4.14884  0.2238
19 H 0.97408 0.48724 -2.89622  0.2296
20 H 2.55706 -0.10514 -1.32034  0.3728
21 H 0.43731 -0.38944 0.54474  0.1836
22 H 1.14031 -2.03800 0.17894  0.1903
23 H 3.70859 -2.19890 1.01691  0.4827
24 H 1.43002 0.25591 2.39780  0.4824
25 C -1.19855 0.98326 4.06377  -0.2791
26 Cl -0.57044 0.49122 2.48977  0.0630
27 Cl -2.95987 1.12100 4.01439  0.0103
28 Cl -0.69875 -0.15628 5.32116  0.0033
29 H -0.78724 1.95734 4.30436  0.2332

Its charge is -1. The spin multiplicity is 1. As for the HOMO energy: -3.78 eV.



Record 6
Molecular formula: C6H13BrClP
Method: DFT, the ωB97M-V functional and the def2-TZVPD basis

Each line ends with the natural charge from an NBO analysis.
CARTESIAN COORDINATES (ANGSTROEM)
1 C -2.23684 0.83232 1.63350  -0.6018
2 C -1.45697 -0.43600 1.97961  -0.4304
3 C -0.55726 -0.85819 0.80945  -0.5346
4 Br -0.72486 -2.77291 0.44645  -0.0150
5 P 1.20129 -0.48050 1.21367  0.5784
6 C 2.06484 -0.16999 -0.41353  -0.7065
7 C 1.34301 -0.51892 -1.72265  -0.4276
8 C 0.82473 0.67875 -2.51172  -0.3564
9 Cl -0.05172 1.88528 -1.52999  -0.0830
10 H -2.78671 1.20428 2.49141  0.2156
11 H -2.92924 0.61143 0.82344  0.2064
12 H -1.55739 1.60233 1.27368  0.2084
13 H -0.85153 -0.26935 2.87072  0.2065
14 H -2.15875 -1.23433 2.20040  0.2217
15 H -0.87696 -0.36338 -0.09773  0.2279
16 H 0.98650 0.86442 1.58197  -0.0428
17 H 2.38121 0.87126 -0.44947  0.2358
18 H 2.97751 -0.75815 -0.35334  0.2307
19 H 2.07171 -0.99089 -2.38339  0.2219
20 H 0.55535 -1.25041 -1.58451  0.2182
21 H 0.13442 0.35585 -3.28420  0.2181
22 H 1.64765 1.19711 -2.99374  0.2085

Its charge is 0. The spin multiplicity is 1. As for the HOMO energy: -9.01 eV.



Record 7
Molecular formula: C6H13BrN
Method: DFT, the ωB97M-V functional and the def2-TZVPD basis

Each line ends with the natural charge from an NBO analysis.
CARTESIAN COORDINATES (ANGSTROEM)
1 C 1.13453 1.16762 0.22120  0.0869
2 C -1.82594 0.44727 -0.01303  -0.5047
3 C -3.18228 0.52505 -2.08960  -0.6641
4 C 3.14987 0.23994 1.08331  -0.4668
5 C 1.28343 -1.15052 0.80195  -0.4597
6 C -2.37198 -0.11639 -1.06504  -0.0985
7 N 1.79464 0.11758 0.60994  -0.2855
8 Br 1.93172 2.78034 0.18649  0.2747
9 H -1.23206 -0.23553 0.59038  0.1729
10 H 0.09286 1.13266 -0.17090  0.2943
11 H -1.94735 1.44744 0.33798  0.2109
12 H -3.38551 1.59672 -1.84284  0.2275
13 H -2.56645 0.52305 -3.13847  0.2362
14 H -4.07916 -0.08380 -2.17068  0.2460
15 H 3.61808 -0.77132 1.26599  0.2503
16 H 3.14892 0.75269 2.03112  0.2460
17 H 3.91370 0.77029 0.44598  0.2652
18 H 1.98031 -2.01886 0.56877  0.2639
19 H 0.19631 -1.33111 0.49008  0.2564
20 H 1.26103 -1.39501 1.88628  0.2486
21 H -1.98640 -1.23802 -1.23480  0.1993

Its charge is +1. The spin multiplicity is 1. The energy above the lowest of the compared OMol25 structures with the same formula, charge and spin comes out at 40.5 kcal/mol. As for the HOMO energy: -13.19 eV.



Record 8
Molecular formula: C6H13BrN
Method: DFT, the ωB97M-V functional and the def2-TZVPD basis

Each line ends with the natural charge from an NBO analysis.
CARTESIAN COORDINATES (ANGSTROEM)
1 C 1.27501 -2.24453 0.29684  -0.0717
2 C 0.28997 -1.27026 0.33931  -0.3963
3 C -1.69895 0.58625 1.31276  -0.6227
4 C 0.26303 -0.50385 -2.42028  -0.7390
5 C -0.31407 1.10233 0.89710  -0.1549
6 C 0.51398 0.09200 0.14704  0.2548
7 N -0.37681 2.41276 0.46885  -0.8159
8 Br 2.37233 0.62157 -0.03861  0.2137
9 H 1.05582 -3.24706 0.46422  0.2257
10 H 2.25265 -1.88140 0.49058  0.2130
11 H -0.68946 -1.59689 0.53363  0.2633
12 H -2.42471 0.36348 0.49538  0.2420
13 H -1.54732 -0.24279 1.98599  0.2150
14 H -2.26184 1.15553 1.92841  0.2508
15 H 1.44706 -0.56788 -2.59634  0.2283
16 H -0.28307 0.03496 -3.19367  0.2528
17 H 0.01924 -1.54811 -2.40249  0.2262
18 H 0.24825 0.99223 1.78525  0.2750
19 H 0.44045 2.77467 0.00517  0.3812
20 H -0.68203 3.23070 0.97694  0.4195
21 H 0.10049 -0.26370 -1.47608  0.1390

Its charge is +1. The spin multiplicity is 1. The energy above the lowest of the compared OMol25 structures with the same formula, charge and spin comes out at 85.6 kcal/mol. As for the HOMO energy (alpha / beta): -13.57 / -13.57 eV.



Record 9
Molecular formula: C6H13CaINO5S2
Method: DFT, the ωB97M-V functional and the def2-TZVPD basis

Each line ends with the natural charge from an NBO analysis.
CARTESIAN COORDINATES (ANGSTROEM)
1 C -3.32181 -0.06180 -1.27342  -0.5754
2 C -2.04679 0.21808 -2.12344  0.0629
3 O -2.44336 0.30158 -3.46761  -0.6637
4 C -1.32736 1.50585 -1.77387  -0.7108
5 S 0.45915 1.22379 -1.57409  2.3150
6 O 1.15695 2.43018 -1.79116  -0.8834
7 O 0.78613 0.17675 -2.48914  -0.9532
8 N 0.60994 0.61082 -0.02995  -1.4833
9 S 1.80174 1.35028 0.87233  2.3205
10 O 3.05762 1.24075 0.21532  -0.9213
11 O 1.46596 2.66832 1.29096  -0.9192
12 C 1.87762 0.25956 2.29231  -0.6755
13 C 2.20086 -1.16371 1.80418  -0.4697
14 C 1.50305 -2.26060 2.63967  -0.5533
15 I 2.93006 -3.74477 3.27329  0.1668
16 H -3.97654 -0.71798 -1.83103  0.2661
17 H -3.87122 0.82266 -0.97300  0.2610
18 H -3.03628 -0.60018 -0.34860  0.0136
19 H -1.38036 -0.66490 -2.03479  0.1510
20 H -2.70082 -0.58558 -3.76054  0.4813
21 H -1.64880 1.87643 -0.80006  0.2173
22 H -1.52944 2.28029 -2.50308  0.3136
23 H 0.96692 0.32430 2.88149  0.2031
24 H 2.72933 0.62684 2.84960  0.2852
25 H 1.92757 -1.30501 0.76384  0.2236
26 H 3.27146 -1.29878 1.83514  0.2619
27 H 0.98299 -1.86939 3.50369  0.2171
28 H 0.82702 -2.82976 2.00319  0.1777
29 Ca -1.27158 -0.81403 0.54876  1.8712

Its charge is +1. The spin multiplicity is 1. As for the HOMO energy: -12.49 eV.



Record 10
Molecular formula: C6H13Cl12O5P2S
Method: DFT, the ωB97M-V functional and the def2-TZVPD basis

Each line ends with the natural charge from an NBO analysis.
CARTESIAN COORDINATES (ANGSTROEM)
1 O -1.10914 2.63239 3.19782  -0.7356
2 C -1.34031 2.65666 1.76201  0.2574
3 P 0.34307 3.10418 0.96357  1.7251
4 O 1.08045 1.71674 0.64260  -1.0265
5 O 1.18852 3.86324 2.09985  -0.9683
6 S 0.28343 4.28029 -0.56523  -0.6373
7 C -1.89018 1.24549 1.35921  -0.1034
8 O -3.20017 1.42040 0.97745  -0.8276
9 P -3.86230 2.98604 1.35341  0.9477
10 O -2.12531 3.59132 1.36371  -0.7552
11 H -0.40351 1.98471 3.33258  0.4354
12 H 1.84373 1.87621 0.06267  0.5137
13 H 1.46534 3.22706 2.77853  0.4841
14 H -1.89491 0.57350 2.20994  0.1613
15 H -1.26882 0.84372 0.56435  0.1441
16 H -5.19945 2.47125 1.56159  -0.1496
17 H -4.02325 3.13675 -0.07420  -0.1551
18 H -4.29012 4.36717 1.45481  -0.1498
19 H -3.69238 2.85343 2.77842  -0.1534
20 C -4.37201 -0.48352 -2.16735  -0.2848
21 Cl -5.35468 -0.72525 -0.72732  0.0293
22 Cl -5.22422 -1.08166 -3.60787  -0.0254
23 Cl -3.92539 1.20074 -2.35246  0.0585
24 H -3.46697 -1.06278 -2.05697  0.2191
25 C 1.14445 -1.01775 -0.98986  -0.2848
26 Cl 1.66245 -0.06768 -2.37906  0.0223
27 Cl 0.10214 -2.34999 -1.49868  0.0089
28 Cl 2.55352 -1.60258 -0.08431  0.0015
29 H 0.57233 -0.37341 -0.33517  0.2566
30 C 2.17075 -6.08425 -1.90292  -0.2873
31 Cl 2.43702 -4.52990 -1.12674  0.0391
32 Cl 3.69016 -6.76353 -2.50174  0.0018
33 Cl 1.37518 -7.21483 -0.80357  0.0094
34 H 1.51914 -5.93049 -2.75116  0.2255
35 C 6.72123 -2.22465 -0.48864  -0.2857
36 Cl 5.81452 -1.97579 1.00582  0.0188
37 Cl 5.68704 -2.87170 -1.75753  0.0303
38 Cl 7.49015 -0.72401 -1.00830  0.0165
39 H 7.49852 -2.94746 -0.28928  0.2235

Its charge is -1. The spin multiplicity is 1. As for the HOMO energy: -4.36 eV.



The following M values (in g/mol) correspond, in order, to the records above: 220.04 115.14 148.30 241.04 311.32 231.50 179.08 179.08 410.29 684.62.